{
  "formula": "C13H15N5OOsS",
  "method": "the ωB97M-V functional and the def2-TZVPD basis",
  "e_lumo_ev": [-11.518, -11.746],
  "relative_energy_kcal_mol": 9.36,
  "energy_ev": -36495.0622,
  "s_squared": 0.755,
  "multiplicity": 2,
  "charge": 3,
  "homo_lumo_gap_ev": [7.227, 7.342],
  "e_homo_ha": [-0.689, -0.701],
  "species": ["Os", "C", "C", "N", "N", "C", "N", "S", "C", "C", "C", "C", "C", "N", "H", "H", "H", "H", "H", "H", "H", "H", "H", "H", "O", "N", "C", "C", "C", "C", "C", "H", "H", "H", "H", "H"],
  "xyz": [[-1.212, 0.693, 0.743], [2.779, -0.503, 1.984], [1.550, 0.150, 1.461], [0.363, -0.380, 1.419], [0.126, -1.616, 1.994], [-1.129, -1.977, 2.264], [-1.394, -3.095, 2.890], [-2.431, -0.952, 1.770], [1.592, 1.542, 1.002], [2.737, 2.291, 0.867], [2.620, 3.655, 0.575], [1.364, 4.213, 0.443], [0.248, 3.388, 0.558], [0.367, 2.083, 0.823], [2.650, -1.529, 2.314], [3.172, 0.075, 2.825], [3.548, -0.506, 1.208], [0.913, -2.171, 2.302], [-0.689, -3.763, 3.178], [-2.351, -3.325, 3.131], [3.713, 1.842, 0.985], [3.509, 4.262, 0.466], [1.232, 5.271, 0.261], [-0.753, 3.786, 0.461], [-1.375, 0.706, -1.121], [-1.629, -0.265, -2.056], [-2.673, -0.038, -2.870], [-2.951, -0.945, -3.867], [-2.148, -2.069, -4.014], [-1.077, -2.266, -3.144], [-0.831, -1.342, -2.159], [-3.242, 0.864, -2.691], [-3.797, -0.766, -4.516], [-2.347, -2.783, -4.802], [-0.434, -3.131, -3.233], [-0.020, -1.402, -1.448]],
  "forces_ev_per_angstrom": [[1.5, -1.9, 1.0], [0.0, 0.0, -0.1], [0.3, -0.2, 0.0], [-0.3, 0.3, 0.3], [0.2, -0.3, -0.1], [0.0, -0.2, -0.1], [0.0, 0.0, 0.0], [-0.8, 0.8, -0.1], [0.1, -0.1, 0.1], [0.1, 0.0, 0.0], [0.0, 0.0, 0.0], [0.0, 0.0, 0.1], [0.1, 0.0, 0.2], [-0.8, 0.9, -0.7], [0.1, 0.0, 0.0], [0.0, 0.0, 0.0], [0.0, 0.0, 0.0], [0.1, 0.1, 0.0], [0.0, 0.1, 0.1], [0.0, 0.0, -0.1], [0.0, 0.0, 0.1], [0.0, 0.0, 0.0], [0.0, 0.0, -0.1], [0.0, 0.0, -0.1], [-0.3, 0.8, -0.8], [0.0, -0.4, 0.2], [-0.1, 0.1, 0.0], [0.0, -0.1, 0.0], [0.1, 0.0, 0.0], [-0.1, 0.0, -0.1], [0.1, 0.1, 0.1], [0.0, 0.0, 0.0], [0.0, 0.0, 0.0], [0.0, 0.0, 0.0], [0.0, 0.0, 0.0], [0.0, 0.0, 0.0]],
  "lowdin_spin": [0.696, 0.001, 0.005, -0.003, 0.003, 0.017, 0.014, 0.070, 0.006, 0.004, 0.015, -0.001, 0.018, 0.026, 0.000, 0.000, 0.000, 0.000, 0.000, 0.000, 0.000, 0.001, 0.000, 0.001, 0.108, 0.005, 0.005, 0.000, 0.006, 0.000, 0.003, 0.000, 0.000, 0.000, 0.000, 0.000]
}